(1)
Density functional theory data (the ωB97M-V functional and the def2-TZVPD basis) for a molecular structure, C15H17CuN6S2.

Geometry (Å):
Cu  -15.512  -0.174  -6.363
C  -19.312  -2.382  -7.774
C  -18.273  -1.361  -7.499
N  -17.174  -1.541  -6.953
N  -17.016  -2.778  -6.327
C  -16.082  -2.963  -5.499
N  -16.020  -4.141  -4.911
S  -15.001  -1.713  -4.947
C  -18.429  -0.020  -8.218
C  -19.492  0.323  -9.056
C  -19.445  1.533  -9.698
C  -18.297  2.357  -9.529
C  -17.369  1.958  -8.564
N  -17.484  0.816  -7.869
H  -19.215  -2.552  -8.884
H  -20.262  -1.904  -7.694
H  -19.236  -3.246  -7.221
H  -16.895  -4.653  -4.929
H  -15.619  -4.037  -4.020
H  -20.224  -0.376  -9.384
H  -20.149  1.728  -10.535
H  -18.077  3.260  -10.085
H  -16.475  2.527  -8.406
N  -12.422  0.864  -5.535
C  -13.149  1.914  -6.080
S  -14.830  1.882  -6.435
N  -12.436  3.015  -6.355
C  -12.774  4.329  -6.821
C  -13.836  4.659  -7.689
C  -13.798  5.982  -8.298
C  -12.845  6.896  -8.012
C  -11.757  6.494  -7.224
C  -11.778  5.261  -6.626
H  -13.046  0.176  -5.143
H  -11.597  1.077  -5.053
H  -11.460  2.960  -6.083
H  -14.627  4.010  -8.037
H  -14.519  6.142  -9.073
H  -12.822  7.796  -8.530
H  -10.888  7.188  -6.991
H  -11.027  5.068  -5.946

## Properties
- Net charge: +1
- F_max: 4.8 eV/A
- Gap between HOMO and LUMO (alpha / beta): 8.44 / 6.04 eV
- 2S+1: 2

(2)
Density functional theory data (the ωB97M-V functional and the def2-TZVPD basis) for a single C14H18N4O3S2 molecule.

Geometry (Å):
C  0.258  0.233  3.083
C  1.144  -0.741  3.793
C  1.637  -0.457  5.060
C  2.432  -1.355  5.748
C  2.744  -2.575  5.173
C  2.277  -2.873  3.907
C  1.487  -1.963  3.213
N  1.013  -2.295  1.927
S  1.472  -1.437  0.582
O  1.890  -2.379  -0.413
O  2.336  -0.349  0.914
C  -0.059  -0.755  -0.029
N  -1.235  -1.117  0.343
N  -2.211  -0.515  -0.321
C  -1.771  0.311  -1.219
N  -2.584  1.040  -2.033
C  -2.069  1.898  -2.986
O  -0.875  2.022  -3.102
C  -3.146  2.592  -3.782
C  -2.641  3.491  -4.922
C  -1.856  2.684  -5.953
C  -1.806  4.650  -4.385
S  -0.025  0.416  -1.311
H  -0.571  -0.291  2.611
H  -0.131  0.970  3.781
H  0.823  0.750  2.309
H  1.383  0.489  5.517
H  2.800  -1.109  6.732
H  3.355  -3.290  5.703
H  2.520  -3.819  3.445
H  1.055  -3.281  1.717
H  -3.579  0.912  -1.911
H  -3.806  1.823  -4.192
H  -3.735  3.192  -3.082
H  -3.531  3.905  -5.412
H  -2.458  1.864  -6.341
H  -0.955  2.276  -5.506
H  -1.569  3.321  -6.785
H  -0.904  4.276  -3.909
H  -2.372  5.230  -3.659
H  -1.517  5.310  -5.199

## Properties
- F_max: 1.6 eV/A
- Gap between HOMO and LUMO: 9.21 eV
- Structure (SMILES): Cc1ccccc1NS(=O)(=O)c1nnc(NC(=O)CC(C)C)s1

(3)
Density functional theory data (the ωB97M-V functional and the def2-TZVPD basis) for 12 unconnected molecules or ions with the total composition C69H162N10O12.

Geometry (Å):
C  -5.338  4.419  1.823
C  -4.004  3.761  2.226
C  -4.125  2.242  1.993
C  -2.982  4.344  1.227
C  -1.559  4.002  1.688
C  -1.332  4.622  3.077
C  -2.331  4.133  4.129
C  -1.855  2.707  4.561
C  -2.270  5.069  5.353
N  -3.703  4.122  3.617
O  -4.668  3.845  4.582
H  -6.150  4.131  2.493
H  -5.257  5.507  1.845
H  -5.619  4.147  0.804
H  -4.625  2.094  1.033
H  -3.146  1.778  1.884
H  -4.765  1.848  2.785
H  -3.102  4.018  0.191
H  -3.079  5.431  1.158
H  -1.308  2.941  1.759
H  -0.769  4.429  1.063
H  -1.323  5.710  2.971
H  -0.299  4.312  3.259
H  -0.920  2.716  5.123
H  -1.696  2.034  3.716
H  -2.604  2.211  5.188
H  -2.826  4.641  6.188
H  -2.728  6.038  5.167
H  -1.212  5.112  5.615
H  -4.493  2.924  4.846
C  8.564  3.370  2.180
C  7.599  3.130  1.017
C  6.837  4.388  0.583
C  8.389  2.498  -0.165
C  7.556  1.717  -1.173
C  6.766  0.583  -0.488
C  5.937  1.099  0.701
C  4.548  1.573  0.209
C  5.786  -0.118  1.648
N  6.631  2.118  1.481
O  5.913  2.502  2.634
H  9.418  4.039  2.069
H  7.998  3.652  3.068
H  9.012  2.403  2.423
H  5.894  4.097  0.119
H  6.522  4.932  1.479
H  7.418  5.077  -0.029
H  8.648  3.402  -0.728
H  9.305  1.989  0.127
H  6.804  2.423  -1.539
H  8.143  1.352  -2.014
H  7.370  -0.267  -0.169
H  6.148  0.166  -1.289
H  4.678  2.413  -0.473
H  3.933  1.960  1.026
H  4.008  0.733  -0.224
H  5.291  0.200  2.568
H  6.774  -0.483  1.921
H  5.150  -0.906  1.238
H  5.221  3.081  2.260
C  4.019  -7.527  7.439
C  3.784  -6.766  6.121
C  5.116  -6.550  5.395
C  2.948  -7.800  5.322
C  2.162  -7.134  4.164
C  1.372  -5.930  4.610
C  2.206  -4.898  5.407
C  3.026  -4.085  4.403
C  1.145  -4.006  6.060
N  3.004  -5.568  6.455
O  3.805  -4.634  7.163
H  4.673  -6.962  8.112
H  3.092  -7.609  8.013
H  4.414  -8.540  7.373
H  5.812  -7.385  5.498
H  4.949  -6.450  4.321
H  5.682  -5.688  5.752
H  3.571  -8.515  4.784
H  2.241  -8.351  5.945
H  3.002  -6.745  3.577
H  1.509  -7.840  3.654
H  0.517  -6.261  5.205
H  0.973  -5.409  3.736
H  3.488  -3.184  4.815
H  2.415  -3.832  3.535
H  3.911  -4.570  3.981
H  1.498  -3.234  6.747
H  0.319  -4.561  6.501
H  0.703  -3.412  5.251
H  3.352  -4.631  8.014
C  -0.800  1.869  -1.109
C  -0.929  0.367  -1.334
C  -2.269  -0.080  -1.962
C  0.151  -0.083  -2.347
C  1.467  -0.527  -1.754
C  1.242  -1.458  -0.581
C  0.390  -0.868  0.554
C  0.033  -2.032  1.501
C  1.131  0.213  1.283
N  -0.865  -0.412  -0.075
O  -1.822  0.070  0.860
H  -1.497  2.268  -0.374
H  0.207  2.223  -0.869
H  -0.997  2.405  -2.045
H  -2.285  -1.167  -1.865
H  -3.187  0.213  -1.446
H  -2.345  0.215  -3.010
H  -0.231  -0.800  -3.080
H  0.403  0.762  -3.002
H  2.068  -1.003  -2.525
H  1.974  0.362  -1.363
H  2.200  -1.833  -0.206
H  0.752  -2.364  -0.960
H  -0.376  -1.602  2.418
H  0.941  -2.534  1.848
H  -0.623  -2.763  1.036
H  0.491  0.727  2.002
H  1.384  1.004  0.571
H  2.053  -0.239  1.653
H  -2.317  -0.743  1.034
C  -8.881  -2.501  -4.287
C  -7.898  -3.387  -5.050
C  -8.623  -4.674  -5.455
C  -7.334  -2.662  -6.266
C  -6.274  -1.626  -5.945
C  -5.154  -2.290  -5.133
C  -5.590  -2.949  -3.829
C  -4.455  -3.874  -3.380
C  -5.924  -1.914  -2.745
N  -6.766  -3.770  -4.187
O  -7.181  -4.519  -3.059
H  -9.738  -2.260  -4.920
H  -9.299  -3.083  -3.460
H  -8.481  -1.609  -3.808
H  -7.930  -5.341  -5.975
H  -9.034  -5.211  -4.602
H  -9.446  -4.509  -6.154
H  -6.970  -3.367  -7.019
H  -8.187  -2.191  -6.764
H  -5.844  -1.207  -6.854
H  -6.715  -0.815  -5.360
H  -4.310  -1.626  -4.920
H  -4.717  -3.038  -5.804
H  -3.482  -3.378  -3.357
H  -4.298  -4.578  -4.208
H  -4.641  -4.477  -2.494
H  -6.504  -2.413  -1.971
H  -6.451  -1.048  -3.147
H  -4.992  -1.496  -2.355
H  -6.830  -5.404  -3.200
C  2.626  -2.912  -4.301
O  3.577  -1.856  -4.415
C  3.010  -0.723  -5.025
C  4.002  0.424  -4.963
C  4.003  1.151  -3.587
N  3.751  1.423  -6.014
H  1.710  -2.713  -3.738
H  3.175  -3.777  -3.945
H  2.278  -3.106  -5.325
H  2.744  -0.929  -6.070
H  2.058  -0.389  -4.588
H  5.060  0.153  -4.989
H  3.103  1.761  -3.438
H  4.837  1.854  -3.555
H  4.063  0.468  -2.739
H  3.108  2.102  -5.612
H  4.561  1.981  -6.251
C  2.533  -4.824  0.238
O  1.424  -5.457  -0.394
C  0.629  -6.202  0.513
C  -0.449  -6.944  -0.263
C  -1.673  -7.295  0.552
N  0.098  -8.133  -0.947
H  3.007  -4.313  -0.600
H  3.221  -5.584  0.616
H  2.145  -4.122  0.978
H  1.239  -6.875  1.126
H  0.175  -5.436  1.158
H  -0.751  -6.277  -1.083
H  -2.182  -8.200  0.233
H  -2.313  -6.420  0.677
H  -1.380  -7.469  1.597
H  -0.577  -8.442  -1.636
H  0.920  -7.814  -1.453
C  -4.033  2.868  -2.633
O  -4.125  4.193  -3.080
C  -3.007  4.995  -2.831
C  -3.086  6.327  -3.571
C  -3.241  6.151  -5.069
N  -1.885  7.072  -3.226
H  -4.239  2.887  -1.551
H  -3.003  2.521  -2.759
H  -4.759  2.179  -3.059
H  -2.857  5.209  -1.763
H  -2.119  4.453  -3.186
H  -3.984  6.854  -3.215
H  -4.275  5.816  -5.171
H  -2.566  5.369  -5.423
H  -3.082  7.060  -5.646
H  -1.831  7.931  -3.760
H  -1.928  7.374  -2.256
C  -3.724  -3.179  0.469
O  -3.542  -2.259  1.504
C  -4.661  -2.075  2.326
C  -4.378  -0.899  3.303
C  -3.222  -1.172  4.245
N  -5.565  -0.728  4.161
H  -3.960  -4.182  0.853
H  -2.862  -3.282  -0.189
H  -4.594  -2.928  -0.153
H  -5.558  -1.785  1.768
H  -4.874  -2.930  2.977
H  -4.198  0.037  2.773
H  -2.295  -1.454  3.738
H  -3.362  -1.999  4.948
H  -2.996  -0.291  4.848
H  -5.598  -1.444  4.879
H  -6.388  -0.914  3.591
C  4.326  4.345  -3.129
O  3.022  4.681  -2.666
C  2.987  5.229  -1.368
C  1.540  5.380  -0.868
C  0.679  6.464  -1.510
N  1.522  5.579  0.581
H  4.967  5.230  -3.152
H  4.142  3.941  -4.122
H  4.812  3.600  -2.494
H  3.581  4.617  -0.683
H  3.393  6.253  -1.379
H  1.014  4.446  -1.108
H  1.085  7.449  -1.244
H  -0.347  6.392  -1.160
H  0.753  6.480  -2.599
H  2.263  5.009  0.982
H  1.842  6.532  0.747
C  2.034  3.013  3.034
C  3.011  4.089  3.407
O  3.787  4.370  2.247
H  2.512  2.063  2.800
H  1.367  3.290  2.213
H  1.319  2.865  3.848
H  3.679  3.793  4.224
H  2.473  4.959  3.799
H  4.260  5.203  2.349
C  -0.388  2.576  -4.880
C  0.039  3.982  -4.482
O  1.396  4.202  -4.842
H  -0.038  2.325  -5.881
H  -1.475  2.473  -4.904
H  0.046  1.886  -4.148
H  -0.137  4.132  -3.416
H  -0.596  4.636  -5.086
H  1.916  4.316  -4.028

## Properties
- F_max: 2.5 eV/A
- Gap between HOMO and LUMO: 8.23 eV
- Structure (SMILES): CC1(C)CCCC(C)(C)N1O.CC1(C)CCCC(C)(C)N1O.CC1(C)CCCC(C)(C)N1O.CC1(C)CCCC(C)(C)N1O.CC1(C)CCCC(C)(C)N1O.COC[C@H](C)N.COC[C@H](C)N.COC[C@H](C)N.COC[C@H](C)N.COC[C@H](C)N.CCO.CCO

(4)
Density functional theory data (the ωB97M-V functional and the def2-TZVPD basis) for a single C6H13N molecule.

Geometry (Å):
C  -1.437  -1.089  0.231
C  -0.260  -0.528  -0.017
C  0.862  -0.366  1.014
C  0.550  -0.859  2.440
C  0.264  -0.252  -1.399
C  0.303  1.282  -1.734
N  -0.699  2.162  -1.165
H  -2.200  -1.263  -0.518
H  -1.787  -1.256  1.239
H  1.751  -0.923  0.708
H  1.195  0.679  1.047
H  0.131  -0.068  3.050
H  1.371  -1.487  2.807
H  -0.173  -1.666  2.422
H  1.299  -0.561  -1.569
H  -0.348  -0.774  -2.147
H  1.319  1.654  -1.557
H  0.332  1.392  -2.831
H  -1.513  2.109  -1.763
H  -0.962  1.812  -0.257

## Properties
- F_max: 2.1 eV/A
- Gap between HOMO and LUMO: 10.27 eV
- Structure (SMILES): C=C(CC)CCN

(5)
Density functional theory data (the ωB97M-V functional and the def2-TZVPD basis) for 6 unconnected molecules or ions with the total composition C41H89OPSSi.

Geometry (Å):
C  2.534  2.405  2.006
C  3.177  3.354  0.844
C  4.684  3.679  1.325
C  5.238  4.863  0.375
Si  5.280  6.513  1.409
C  4.200  7.898  0.638
O  3.118  8.374  1.482
C  1.960  7.555  1.386
C  1.251  7.138  2.730
C  -0.061  6.271  2.695
C  -0.724  5.779  1.362
C  -0.001  6.177  0.036
C  1.290  7.059  0.080
P  7.410  7.206  1.277
S  7.754  8.682  2.516
H  3.305  1.561  2.162
H  2.397  3.036  2.948
H  1.532  1.959  1.691
H  3.256  2.758  -0.138
H  2.519  4.286  0.754
H  4.647  4.061  2.413
H  5.305  2.719  1.228
H  6.319  4.563  0.075
H  4.667  4.996  -0.606
H  5.031  6.242  2.821
H  3.887  7.554  -0.405
H  4.901  8.807  0.472
H  1.621  7.452  3.763
H  -0.622  5.977  3.658
H  -1.692  5.154  1.363
H  -0.457  5.804  -0.945
H  1.780  7.345  -0.908
H  8.325  6.104  1.402
H  7.547  7.763  -0.061
C  -1.330  0.586  -0.510
C  -1.462  0.802  0.991
C  -0.755  -0.273  1.820
C  -1.295  -1.695  1.640
C  -2.784  -1.867  1.946
C  -3.133  -1.563  3.398
H  -1.792  -0.353  -0.825
H  -1.826  1.396  -1.052
H  -0.279  0.571  -0.809
H  -2.520  0.860  1.264
H  -1.027  1.776  1.244
H  -0.808  0.005  2.878
H  0.311  -0.274  1.564
H  -0.717  -2.369  2.281
H  -1.108  -2.028  0.612
H  -3.061  -2.906  1.733
H  -3.389  -1.244  1.282
H  -2.573  -2.211  4.078
H  -4.200  -1.737  3.569
H  -2.922  -0.522  3.655
C  9.813  5.290  3.884
C  11.026  5.672  4.720
C  11.591  7.049  4.366
C  12.115  7.189  2.933
C  13.209  6.195  2.542
C  14.476  6.346  3.374
H  10.060  5.222  2.822
H  9.432  4.314  4.198
H  9.011  6.022  4.007
H  11.799  4.904  4.622
H  10.734  5.679  5.776
H  12.391  7.295  5.072
H  10.811  7.803  4.523
H  12.493  8.209  2.801
H  11.280  7.088  2.230
H  13.464  6.359  1.490
H  12.841  5.168  2.613
H  14.888  7.354  3.279
H  15.237  5.638  3.031
H  14.291  6.145  4.432
C  -5.015  -1.440  -1.999
C  -5.452  -2.887  -2.183
C  -4.561  -3.885  -1.442
C  -3.100  -3.918  -1.899
C  -2.892  -4.221  -3.384
C  -3.397  -5.600  -3.787
H  -4.014  -1.266  -2.400
H  -5.702  -0.770  -2.523
H  -5.016  -1.166  -0.941
H  -5.491  -3.128  -3.250
H  -6.477  -2.992  -1.809
H  -4.996  -4.886  -1.538
H  -4.582  -3.651  -0.370
H  -2.567  -4.667  -1.302
H  -2.624  -2.958  -1.666
H  -1.819  -4.168  -3.599
H  -3.369  -3.456  -4.004
H  -2.896  -6.383  -3.211
H  -3.192  -5.779  -4.847
H  -4.475  -5.695  -3.638
C  -9.955  -4.725  -7.075
C  -8.734  -5.214  -7.841
C  -7.510  -5.431  -6.950
C  -6.983  -4.175  -6.248
C  -6.599  -3.024  -7.179
C  -5.459  -3.377  -8.125
H  -9.778  -3.754  -6.609
H  -10.806  -4.616  -7.754
H  -10.234  -5.437  -6.294
H  -8.499  -4.512  -8.648
H  -8.982  -6.164  -8.326
H  -6.709  -5.876  -7.551
H  -7.757  -6.176  -6.184
H  -6.111  -4.455  -5.646
H  -7.734  -3.815  -5.535
H  -6.288  -2.173  -6.563
H  -7.467  -2.688  -7.754
H  -4.566  -3.671  -7.566
H  -5.201  -2.511  -8.741
H  -5.731  -4.193  -8.798
C  -4.630  -5.184  3.782
C  -3.496  -5.839  3.008
C  -3.936  -6.404  1.657
C  -4.982  -7.522  1.725
C  -4.574  -8.742  2.553
C  -3.355  -9.463  1.992
H  -5.419  -5.898  4.029
H  -4.254  -4.771  4.722
H  -5.071  -4.366  3.206
H  -3.037  -6.623  3.620
H  -2.715  -5.092  2.832
H  -3.052  -6.765  1.121
H  -4.343  -5.588  1.049
H  -5.212  -7.843  0.703
H  -5.918  -7.120  2.129
H  -5.415  -9.444  2.569
H  -4.390  -8.458  3.593
H  -3.536  -9.797  0.967
H  -3.129  -10.345  2.599
H  -2.470  -8.822  1.997

## Properties
- F_max: 4.5 eV/A
- Gap between HOMO and LUMO: 8.62 eV
- Structure (SMILES): CCCC[Si@H](COc1ccccc1)[PH2]=S.CCCCCC.CCCCCC.CCCCCC.CCCCCC.CCCCCC

no.,E_tot (eV)
1,-91075.253
2,-48583.061
3,-113642.038
4,-7921.798
5,-74005.599